The following is a quantum chemistry calculation of a molecular structure, C20H60N8O10, from the Open Molecules 2025 dataset.

## Properties
**HOMO**: -5.791 eV
**Energy above the lowest of the compared OMol25 structures with the same formula, charge and spin**: 2155.59 kJ/mol
**Frontier orbital gap**: 5.770 eV
**LUMO**: -0.021 eV

Element x y z (Å)
O  -2.795  0.221  2.120
O  6.579  1.249  0.399
O  -2.904  2.867  0.558
O  -0.529  -0.573  -0.252
O  0.183  1.532  3.893
O  -4.395  -2.217  -0.350
O  -0.172  3.062  -0.290
O  0.672  -0.956  -5.172
O  -1.988  -1.859  -2.377
O  0.309  0.989  -2.318
N  -4.939  -0.141  -1.377
N  -3.265  -0.140  -0.642
N  -2.548  2.391  -1.645
N  2.346  0.555  -3.448
N  -4.230  2.457  -1.278
N  2.346  1.727  -1.723
N  -2.032  0.390  -3.168
N  -3.330  -0.575  -3.468
C  1.248  1.217  4.434
C  1.130  0.294  5.621
C  -0.500  -2.690  0.519
C  4.951  -0.155  1.036
C  -2.080  -0.914  -3.429
C  1.509  -1.072  0.284
C  1.645  1.016  -2.484
C  0.007  -1.268  0.579
C  0.297  2.541  0.990
C  -3.282  -0.499  3.052
C  -3.994  -1.690  2.414
C  -2.128  -1.058  3.884
C  2.200  0.715  3.400
C  6.189  0.612  1.412
C  -0.403  -3.007  -5.119
C  5.774  1.532  2.555
C  -3.202  2.950  -0.766
C  0.807  -2.132  -4.835
C  -4.300  -0.875  -0.549
C  1.272  -2.298  -3.430
H  -1.654  0.827  -4.073
H  1.724  -0.107  2.901
H  -1.108  -2.563  -5.866
H  -4.982  2.335  -0.544
H  -3.141  0.269  0.324
H  5.291  1.005  3.400
H  0.555  -1.707  -2.797
H  4.106  0.475  0.883
H  5.218  -0.713  0.131
H  -0.262  -0.821  1.562
H  -0.938  -3.236  -4.217
H  0.323  3.804  -0.661
H  -0.137  -3.053  -0.451
H  2.637  1.439  2.726
H  2.348  -2.015  -3.420
H  -1.592  -2.811  0.590
H  -4.683  3.387  -1.718
H  1.705  2.226  -1.124
H  -2.225  3.103  -2.363
H  4.569  -0.870  1.791
H  1.247  -3.322  -3.087
H  -3.269  -2.163  1.728
H  3.340  0.823  -3.450
H  -3.876  -1.435  -3.084
H  0.057  2.456  3.974
H  -5.410  -0.984  -1.804
H  -2.499  -1.653  4.730
H  -3.599  -0.443  -4.501
H  0.531  1.565  0.743
H  -2.128  0.814  2.570
H  -3.913  0.035  3.720
H  2.078  0.139  6.133
H  0.422  0.547  6.367
H  7.454  1.619  0.509
H  6.608  2.105  2.945
H  -1.117  0.527  -2.659
H  1.827  -0.096  0.556
H  5.027  2.230  2.176
H  0.776  -0.705  5.132
H  3.344  1.957  -1.807
H  -1.407  -1.667  3.342
H  1.044  3.239  1.342
H  -2.357  -0.761  -0.549
H  0.983  -0.786  -6.089
H  -4.442  -2.436  2.989
H  1.875  2.020  4.773
H  2.185  -1.643  0.884
H  -0.076  0.234  -0.562
H  -0.212  -3.971  -5.519
H  -0.448  2.548  1.775
H  1.830  -0.056  -4.139
H  -4.802  -1.411  1.790
H  1.740  -2.310  -5.434
H  -1.607  2.337  -1.176
H  -5.872  0.153  -1.001
H  0.024  -3.272  1.280
H  1.797  -1.424  -0.692
H  3.071  0.464  3.989
H  -1.420  -0.316  4.277
H  6.992  -0.101  1.743